Formula: C3H10NO2
Source: OMol25
Level of theory: ωB97M-V/def2-TZVPD

Each line ends with the Mulliken charge.
Geometry (Å):
C1 0.203 0.823 0.317  -0.5466
C2 1.326 0.944 -0.725  -0.5752
C3 1.268 -0.292 -1.628  0.0689
O1 0.304 -1.046 -1.756  -0.5257
N1 0.162 -0.576 0.933  -0.2401
H1 -0.714 0.889 -0.308  0.2801
H2 0.299 1.556 1.143  0.4267
H3 2.334 0.948 -0.264  0.3098
H4 1.194 1.825 -1.347  0.3527
H5 1.843 -0.351 -2.562  0.4328
H6 0.025 -1.269 0.175  0.3341
H7 -0.719 -0.636 1.474  0.3631
H8 1.052 -0.595 1.433  0.3305
H9 -2.992 -1.261 1.662  0.3378
H10 -2.947 -0.445 0.274  0.3382
O2 -2.637 -0.513 1.179  -0.6871

Values from the calculation:
**Net charge**: +1
**ΔE to the lowest compared entry with this formula, charge and spin**: 29.8 kcal per mole

=====

Formula: C4H2O2
Source: OMol25
Level of theory: ωB97M-V/def2-TZVPD

Each line ends with the Mulliken charge.
Geometry (Å):
O1 -1.642 1.070 0.544  -0.4443
C1 -1.372 0.017 0.023  -0.0687
C2 0.318 -1.627 -0.677  -0.2136
C3 0.029 -0.405 -0.287  0.4674
C4 1.283 0.383 -0.034  0.0266
O2 2.335 0.032 -0.513  -0.4446
H1 -2.148 -0.717 -0.254  0.3319
H2 1.203 1.253 0.641  0.3453

Values from the calculation:
**Net charge**: 0
**ΔE to the lowest compared entry with this formula, charge and spin**: 53.1 kcal per mole

=====

Formula: C51H131O41P5S7
Source: OMol25
Level of theory: ωB97M-V/def2-TZVPD

Each line ends with the Mulliken charge.
Geometry (Å):
C1 5.874 -20.972 19.560  -0.7791
C2 5.555 -20.503 18.158  -0.2325
O1 4.828 -21.543 17.467  -0.3745
P1 5.594 -22.841 16.942  1.3929
O2 7.020 -22.662 16.619  -0.7509
O3 4.694 -23.233 15.683  -0.4030
C3 4.599 -22.256 14.591  -0.9097
C4 5.298 -22.909 13.357  1.0092
O4 5.170 -23.830 18.092  -0.6092
C5 5.979 -25.025 18.539  -0.4722
C6 6.407 -25.947 17.437  2.0441
H1 6.624 -21.795 19.512  -0.0378
H2 6.094 -20.228 20.338  0.4818
H3 4.983 -21.411 19.965  0.2753
H4 4.901 -19.598 18.139  0.3224
H5 6.459 -20.255 17.614  0.1941
H6 3.514 -22.097 14.538  0.1222
H7 5.070 -21.343 14.849  0.5828
H8 4.890 -23.912 13.274  -0.3252
H9 4.945 -22.354 12.475  -0.3765
H10 6.373 -22.899 13.516  0.0292
H11 6.753 -24.684 19.187  -0.0083
H12 5.193 -25.530 19.095  0.0778
H13 5.502 -26.235 16.858  0.1549
H14 7.185 -25.477 16.834  -0.4262
H15 6.835 -26.837 17.821  -0.9464
C7 12.978 -25.269 13.182  -1.0243
C8 12.569 -26.228 14.237  0.2230
O5 11.956 -25.398 15.290  -0.2063
P2 11.643 -26.101 16.665  0.7595
O6 12.690 -26.965 17.201  -0.8556
O7 11.341 -24.876 17.625  -0.4734
C9 10.115 -24.087 17.695  0.8457
C10 9.497 -24.332 19.009  -0.0669
O8 10.232 -26.741 16.409  0.4423
C11 9.650 -27.784 17.200  1.0072
C12 10.151 -29.148 16.943  -2.0345
H16 12.196 -24.718 12.731  0.0718
H17 13.806 -24.640 13.611  0.3149
H18 13.445 -25.908 12.323  0.3341
H19 11.839 -26.942 13.882  -0.1353
H20 13.346 -26.838 14.712  0.4892
H21 10.420 -23.034 17.663  0.5219
H22 9.458 -24.299 16.869  -0.9283
H23 8.619 -23.671 19.028  -0.4250
H24 9.055 -25.345 19.153  -0.2288
H25 10.083 -24.060 19.872  0.5309
H26 9.837 -27.420 18.237  0.6214
H27 8.572 -27.638 17.059  -0.8774
H28 9.596 -30.030 17.316  0.3455
H29 10.343 -29.303 15.881  0.4271
H30 11.155 -29.192 17.365  0.4616
C13 3.597 -30.811 22.035  -1.0558
C14 4.894 -30.288 22.456  0.0293
O9 4.865 -28.835 22.442  -0.3822
P3 5.493 -28.053 21.249  0.1748
O10 5.053 -28.360 19.895  -0.0517
O11 5.191 -26.509 21.542  -0.2024
C15 5.756 -25.889 22.772  -0.1974
C16 5.021 -24.596 23.014  -1.1347
O12 7.027 -28.292 21.420  -0.3059
C17 7.821 -28.296 20.191  0.8725
C18 8.839 -29.390 20.353  -1.2297
H31 2.775 -30.278 22.519  0.3167
H32 3.451 -30.628 20.991  0.0576
H33 3.413 -31.859 22.234  0.4280
H34 5.165 -30.579 23.499  0.3387
H35 5.704 -30.742 21.810  0.0699
H36 5.640 -26.612 23.604  0.3493
H37 6.795 -25.642 22.744  0.2776
H38 5.537 -24.128 23.854  0.3989
H39 5.101 -23.979 22.149  0.1704
H40 3.943 -24.842 23.142  0.2844
H41 7.122 -28.502 19.383  -0.0994
H42 8.302 -27.280 20.203  0.0464
H43 8.244 -30.255 20.628  0.4056
H44 9.261 -29.599 19.303  0.0623
H45 9.616 -29.274 21.091  0.2938
C19 4.279 -32.988 17.354  -0.7494
C20 4.446 -34.078 16.383  -0.4612
O13 4.067 -33.660 15.041  -0.2761
P4 5.134 -32.847 14.182  -0.0019
O14 6.472 -32.815 14.785  -0.8580
O15 4.499 -31.420 13.901  1.2861
C21 3.852 -31.079 12.627  2.4997
C22 2.461 -31.697 12.640  -1.1642
O16 5.035 -33.480 12.750  -0.4367
C23 5.627 -34.839 12.563  -0.5918
C24 6.486 -34.930 11.315  -0.7569
H46 3.277 -32.562 17.358  0.2668
H47 4.453 -33.328 18.394  0.4513
H48 5.024 -32.218 17.126  0.0149
H49 5.511 -34.306 16.325  0.2745
H50 3.866 -34.998 16.546  0.3913
H51 3.809 -29.994 12.528  -0.8020
H52 4.483 -31.473 11.820  -1.0926
H53 1.935 -31.291 13.509  0.2332
H54 1.990 -31.450 11.692  0.3072
H55 2.519 -32.782 12.756  0.2985
H56 6.227 -35.062 13.458  0.4238
H57 4.801 -35.527 12.491  0.3827
H58 7.232 -34.154 11.169  -0.1449
H59 6.951 -35.901 11.483  0.4811
H60 5.890 -34.992 10.400  0.2131
C25 5.156 -25.671 10.591  -0.7308
C26 5.835 -26.620 11.568  1.0179
O17 7.261 -26.808 11.185  0.2870
P5 8.372 -26.863 12.349  -1.3062
O18 9.479 -27.612 11.827  -0.3966
O19 7.737 -27.352 13.676  0.8297
C27 7.768 -28.762 14.010  -0.3950
C28 6.880 -29.038 15.114  -0.0884
O20 8.606 -25.332 12.609  1.0363
C29 8.749 -24.831 14.014  0.9694
C30 9.651 -23.539 14.073  -1.4463
H61 5.785 -24.766 10.487  -0.2012
H62 5.149 -26.060 9.572  -0.0144
H63 4.161 -25.486 10.964  0.6288
H64 5.871 -26.190 12.595  -0.0162
H65 5.315 -27.559 11.468  -0.6229
H66 7.408 -29.364 13.192  0.6782
H67 8.818 -28.967 14.189  -0.3348
H68 6.853 -28.341 15.993  -0.8420
H69 5.822 -28.897 14.784  -0.1493
H70 6.936 -30.085 15.307  0.4985
H71 7.719 -24.790 14.342  -0.1605
H72 9.256 -25.535 14.628  -0.3715
H73 10.633 -23.913 13.808  0.0721
H74 9.314 -22.719 13.409  0.3899
H75 9.724 -23.153 15.091  0.1484
C31 2.967 -29.476 17.724  -0.6576
C32 2.039 -28.942 16.679  -0.4815
O21 2.719 -28.030 15.763  -0.0387
S1 2.232 -27.783 14.322  0.9769
C33 1.819 -26.082 14.348  -1.0019
O22 3.306 -27.938 13.357  0.0073
O23 1.018 -28.504 14.055  -0.7896
H76 3.900 -29.936 17.366  0.0494
H77 2.342 -30.135 18.342  0.3976
H78 3.299 -28.713 18.393  0.1820
H79 1.487 -29.676 16.103  0.4400
H80 1.291 -28.322 17.242  0.2819
H81 0.987 -26.039 15.004  0.5258
H82 1.590 -25.860 13.303  0.2695
H83 2.714 -25.527 14.754  0.0560
C34 9.694 -33.225 13.545  -1.3468
C35 8.987 -32.085 12.884  1.4943
O24 9.559 -31.675 11.617  -0.0317
S2 11.087 -31.040 11.754  1.0106
C36 10.869 -30.030 10.347  -0.6827
O25 11.134 -30.163 12.913  -0.4248
O26 12.090 -32.051 11.621  -0.6837
H84 9.840 -33.996 12.778  0.3613
H85 9.207 -33.661 14.392  0.3244
H86 10.675 -32.994 13.974  0.4048
H87 7.925 -32.361 12.571  -0.7226
H88 8.884 -31.206 13.558  -0.5394
H89 10.784 -30.825 9.631  0.3622
H90 11.800 -29.478 10.307  0.5601
H91 9.975 -29.484 10.520  -0.1451
C37 3.763 -22.384 8.892  0.2771
C38 2.539 -21.555 9.132  -0.6674
O27 1.512 -22.271 9.893  -0.3702
S3 1.558 -22.152 11.436  1.2975
C39 0.131 -21.194 11.787  -1.2014
O28 1.343 -23.429 12.029  -0.5739
O29 2.758 -21.443 11.809  -0.5535
H92 3.483 -23.246 8.292  0.3059
H93 4.188 -22.787 9.838  -0.1269
H94 4.502 -21.692 8.518  -0.1695
H95 2.723 -20.532 9.569  0.3470
H96 1.951 -21.461 8.204  0.3534
H97 -0.193 -21.583 12.768  0.3508
H98 -0.564 -21.257 10.911  0.3361
H99 0.527 -20.200 11.869  0.4118
C40 7.795 -32.025 8.880  -1.3320
C41 6.349 -31.764 9.394  1.8484
O30 5.587 -32.852 8.734  -0.4231
S4 4.047 -32.905 8.715  0.9793
C42 3.627 -32.649 6.979  -1.0540
O31 3.776 -34.285 9.022  -0.6627
O32 3.441 -31.813 9.437  -0.2994
H100 8.151 -32.988 9.226  0.3733
H101 8.532 -31.262 9.173  -0.1027
H102 7.729 -32.048 7.815  0.5522
H103 6.300 -31.986 10.465  -0.6923
H104 5.766 -30.896 9.170  -0.1230
H105 4.093 -33.502 6.465  0.3665
H106 3.977 -31.668 6.668  0.2597
H107 2.528 -32.738 6.997  0.3782
C43 0.988 -28.218 10.603  -1.2361
C44 2.199 -28.866 9.926  0.6770
O33 2.443 -28.175 8.661  -0.3702
S5 3.584 -28.570 7.649  1.0803
C45 3.746 -26.934 6.950  -1.0506
O34 4.807 -28.918 8.374  -0.4178
O35 3.088 -29.468 6.641  -0.6949
H108 0.148 -28.035 9.949  0.4760
H109 1.237 -27.199 10.977  0.0592
H110 0.659 -28.843 11.449  0.3192
H111 3.098 -28.779 10.521  -0.0705
H112 2.061 -29.875 9.552  0.2127
H113 2.901 -26.908 6.279  0.4550
H114 4.691 -26.853 6.431  0.4206
H115 3.694 -26.175 7.695  0.0976
C46 5.959 -19.955 10.465  -0.9340
C47 7.106 -20.994 10.335  0.1043
O36 7.110 -21.647 9.068  -0.0862
S6 7.415 -20.817 7.768  1.1983
C48 8.001 -22.114 6.737  -0.5108
O37 6.187 -20.305 7.208  -0.6577
O38 8.423 -19.882 8.125  -0.6657
H116 6.204 -19.030 9.934  0.4101
H117 5.781 -19.864 11.548  0.4052
H118 5.062 -20.337 10.080  -0.0404
H119 8.092 -20.580 10.534  0.4572
H120 6.927 -21.849 11.021  -0.2898
H121 8.234 -21.762 5.703  0.4783
H122 7.234 -22.879 6.634  0.1305
H123 8.845 -22.609 7.205  -0.0408
C49 10.932 -23.301 9.138  -1.6314
C50 10.186 -24.520 9.713  0.4819
O39 8.801 -24.599 9.162  -0.0687
S7 8.553 -25.483 7.854  1.4022
C51 8.529 -27.160 8.343  -0.3231
O40 7.231 -25.245 7.400  -0.5766
O41 9.684 -25.248 6.969  -0.7080
H124 11.023 -23.436 8.096  0.4311
H125 11.954 -23.198 9.548  0.3763
H126 10.428 -22.374 9.289  0.3138
H127 10.738 -25.498 9.499  0.3095
H128 10.028 -24.453 10.775  -0.2044
H129 8.751 -27.693 7.437  0.5965
H130 7.664 -27.428 8.885  -0.1419
H131 9.318 -27.321 9.095  -0.1782

Values from the calculation:
**Net charge**: 0

=====

no.,electronic energy (eV),highest occupied orbital energy (eV)
1,-8851.0464,-14.50
2,-8270.2248,-10.70
3,-261260.1870,-10.33